134
Properties=species:S:1:pos:R:3 method="wB97M-V/def2-TZVPD" relative_energy_kcal_mol=59.5 gap_ha=0.15269 total_charge=-2 fmax_ev_per_a=2.15
Cs -0.260 0.309 -0.657
C 4.312 -7.236 2.224
C 4.014 -6.738 3.608
C 4.673 -7.253 4.715
C 4.409 -6.794 5.998
C 3.475 -5.784 6.169
C 2.810 -5.243 5.081
C 3.060 -5.722 3.794
N 2.398 -5.229 2.666
C 1.477 -4.130 2.737
N 0.385 -4.475 3.452
C -0.668 -3.715 4.087
C -0.800 -2.342 3.880
C -1.901 -1.808 4.574
C -2.769 -2.537 5.377
C -2.556 -3.899 5.551
C -1.490 -4.514 4.909
C -1.266 -5.994 5.110
N 1.713 -3.038 2.125
C 2.978 -2.844 1.570
C 4.061 -2.482 2.375
C 5.301 -2.204 1.821
C 5.479 -2.284 0.447
C 4.412 -2.667 -0.354
C 3.164 -2.956 0.180
C 2.033 -3.429 -0.684
H 4.995 -8.084 2.257
H 4.776 -6.460 1.608
H 3.396 -7.543 1.714
H 5.408 -8.036 4.563
H 4.930 -7.216 6.848
H 3.263 -5.400 7.159
H 2.093 -4.447 5.224
H 2.995 -5.150 1.855
H 0.360 -5.463 3.633
H -2.124 -0.748 4.462
H -3.613 -2.058 5.866
H -3.213 -4.490 6.183
H -1.991 -6.390 5.822
H -0.268 -6.215 5.502
H -1.383 -6.563 4.181
H 3.897 -2.392 3.442
H 6.120 -1.903 2.462
H 6.433 -2.037 0.000
H 4.540 -2.719 -1.428
H 2.339 -3.456 -1.731
H 1.159 -2.782 -0.627
H 1.719 -4.432 -0.383
Se 3.354 0.674 0.611
N 1.855 1.523 0.372
C 2.117 2.828 0.545
C 1.153 3.858 0.392
C 1.532 5.147 0.624
C 2.866 5.464 1.004
C 3.817 4.497 1.143
C 3.461 3.143 0.911
N 4.289 2.092 1.028
H 0.152 3.596 0.073
H 0.810 5.945 0.504
H 3.129 6.501 1.181
H 4.834 4.740 1.421
C -5.166 2.348 2.129
C -3.779 2.918 2.419
C -3.567 3.035 3.927
C -3.646 4.295 1.753
N -2.833 1.942 1.877
N -1.460 2.187 2.067
H -5.946 3.025 2.483
H -5.278 1.380 2.616
H -5.299 2.205 1.055
H -4.354 3.648 4.371
H -2.607 3.497 4.159
H -3.588 2.045 4.384
H -4.334 5.018 2.197
H -3.867 4.223 0.686
H -2.635 4.694 1.871
H -2.986 1.786 0.884
H -1.137 1.767 2.929
H -1.191 3.167 2.033
C -1.492 -4.719 -2.703
C -1.229 -3.281 -2.301
C -0.857 -2.293 -3.379
O -1.333 -2.941 -1.149
H -0.936 -5.009 -3.593
H -2.558 -4.820 -2.919
H -1.251 -5.374 -1.868
H -0.739 -2.762 -4.355
H 0.073 -1.793 -3.093
H -1.635 -1.528 -3.434
Cl -1.638 5.473 -0.960
C -1.305 6.037 -2.560
C -0.506 7.159 -2.714
C -0.225 7.626 -3.987
C -0.743 6.979 -5.096
C -1.539 5.860 -4.918
Cl -2.180 5.074 -6.324
C -1.840 5.350 -3.654
N -2.599 4.172 -3.523
C -3.895 4.210 -2.998
C -4.620 5.389 -2.841
C -5.898 5.362 -2.300
C -6.470 4.160 -1.916
C -5.756 2.983 -2.109
C -4.486 2.983 -2.662
C -3.738 1.711 -2.920
C -2.592 1.543 -1.907
O -1.546 2.217 -2.135
O -2.779 0.777 -0.950
H -0.104 7.645 -1.838
H 0.407 8.494 -4.114
H -0.531 7.326 -6.097
H -2.046 3.384 -3.140
H -4.171 6.333 -3.122
H -6.438 6.292 -2.170
H -7.459 4.133 -1.477
H -6.194 2.032 -1.831
H -3.307 1.750 -3.925
H -4.408 0.856 -2.843
O 3.793 0.357 -2.163
C 2.683 0.004 -2.598
O 1.724 -0.527 -1.988
C 2.465 0.249 -4.096
C 1.190 0.466 -4.607
C 0.994 0.669 -5.963
C 2.099 0.633 -6.799
C 3.385 0.432 -6.319
C 3.558 0.254 -4.959
N 1.908 0.816 -8.240
O 0.767 0.955 -8.658
O 2.903 0.819 -8.957
H 0.350 0.492 -3.929
H 0.012 0.853 -6.373
H 4.218 0.423 -7.005
H 4.544 0.121 -4.534